*P*
One molecule with the formula C3H6N2O2, computed with wB97M-V/def2-TZVPD.

The orbital gap comes out at 10.87 eV. As for the total charge: 0. Its structure (SMILES) is [H]/N=C/OCC(N)=O.

Each line ends with the natural charge from an NBO analysis.
Positions of all 13 atoms, in Å:
N -0.37512 0.47447 -1.97135  -0.82
C 0.54526 -0.04574 -1.10516  0.66
O 1.19667 -1.04392 -1.33363  -0.59
C 0.78760 0.79722 0.14918  -0.18
O 0.98748 -0.04533 1.27153  -0.47
C -0.09698 -0.72027 1.67268  0.42
N -1.25083 -0.52939 1.18879  -0.74
H -0.60502 -0.13259 -2.74684  0.40
H -1.15139 0.97953 -1.57130  0.40
H -0.02233 1.50933 0.33774  0.20
H 1.72833 1.33651 0.01790  0.22
H 0.17749 -1.43299 2.45100  0.16
H -1.92115 -1.14683 1.63948  0.36



*Q*
One molecule with the formula C3H6N2O2, computed with wB97M-V/def2-TZVPD.

The orbital gap comes out at 10.74 eV. As for the total charge: 0. Its structure (SMILES) is [H]/N=C(/NC=O)OC.

Each line ends with the natural charge from an NBO analysis.
Positions of all 13 atoms, in Å:
C -1.80387 -0.18383 -1.16001  -0.25
O -1.14061 0.27823 -0.00373  -0.52
C 0.20997 0.39235 -0.04058  0.70
N 1.02103 0.61790 -0.98608  -0.75
N 0.64130 0.19779 1.26448  -0.65
C 1.86758 -0.29778 1.63086  0.54
O 2.14972 -0.59138 2.76816  -0.57
H -2.85132 -0.20913 -0.86417  0.21
H -1.47282 -1.19132 -1.42026  0.19
H -1.65320 0.49775 -2.00049  0.18
H 0.59884 0.74800 -1.90072  0.36
H -0.09361 0.15776 1.95391  0.42
H 2.52697 -0.41634 0.75864  0.14



Stability comparison, relative energies in eV: *P* 0.000; *Q* 0.253



*P*
C3H6N2O2 as an isolated structure, computed with wB97M-V/def2-TZVPD.

The orbital gap (spin up / spin down) comes out at 8.55 / 8.55 eV. As for the total charge: 0.

Each line ends with the natural charge from an NBO analysis.
Positions of all 13 atoms, in Å:
C 0.38315 0.25048 -0.46820  -0.04
C -0.79922 -0.31813 -1.20627  -0.66
N 0.19766 1.43194 0.34529  -0.65
C 0.16678 0.55473 1.44399  0.49
N 1.42240 -1.16154 0.44883  0.30
O 1.02572 -2.23771 0.59793  -0.23
O 1.15148 0.11896 2.07304  -0.56
H -0.67459 1.92351 0.18306  0.37
H 1.25924 0.41410 -1.09218  0.19
H -0.83959 0.43413 1.87390  0.13
H -0.50495 -1.20486 -1.76815  0.23
H -1.20023 0.40722 -1.91983  0.22
H -1.58785 -0.61284 -0.51142  0.21



*Q*
C3H6N2O2 as an isolated structure, computed with wB97M-V/def2-TZVPD.

The orbital gap comes out at 10.67 eV. As for the total charge: 0.

Each line ends with the natural charge from an NBO analysis.
Positions of all 13 atoms, in Å:
C 0.13942 -2.28429 0.10801  -0.71
C -0.19586 1.38929 -0.19695  0.90
C 0.56928 -0.98921 0.64352  0.58
N -0.90930 2.26240 -0.95255  -0.83
O 0.55752 1.83618 0.71292  -0.71
N 1.25006 -0.42892 1.44809  -0.59
O -0.39123 0.13463 -0.44137  -0.67
H -1.46758 1.91911 -1.71416  0.40
H -0.74661 3.24807 -0.84211  0.41
H 1.10451 0.71534 1.31820  0.45
H -0.94185 -2.37887 0.20085  0.25
H 0.39409 -2.34670 -0.94932  0.25
H 0.63754 -3.07703 0.66487  0.25



*R*
A 2-piece molecular cluster, C3H6N2O2 overall, computed with wB97M-V/def2-TZVPD.

The orbital gap comes out at 10.99 eV. As for the total charge: 0. Its structure (SMILES) is N=C=NC=O.CO.

Each line ends with the natural charge from an NBO analysis.
Positions of all 13 atoms, in Å:
C 1.84975 1.39476 0.48123  -0.26
O 0.84929 1.55803 -0.51532  -0.74
C -0.64769 -1.17332 -0.23231  0.69
N 0.23086 -1.19883 -1.06683  -0.69
N -1.47461 -1.20443 0.68456  -0.60
C -2.85705 -1.35821 0.48834  0.53
O -3.67076 -1.03528 1.30812  -0.51
H 2.02091 2.32282 1.03978  0.17
H 2.77216 1.12655 -0.03754  0.19
H 1.60054 0.59383 1.18882  0.17
H 0.64363 -0.30879 -1.35215  0.44
H 0.01769 1.76263 -0.06780  0.47
H -3.13316 -1.83012 -0.47093  0.11



*S*
One molecule with the formula C3H6N2O2, computed with wB97M-V/def2-TZVPD.

The orbital gap comes out at 9.81 eV. As for the total charge: 0. Its structure (SMILES) is O=CN[C@]1([O-])C[NH2+]1.

Each line ends with the natural charge from an NBO analysis.
Positions of all 13 atoms, in Å:
N -1.48873 -0.73441 -0.69878  -0.79
C -0.45903 0.51341 0.13629  0.64
O -1.15694 1.44510 0.51289  -0.67
C -0.55185 -0.87972 0.55962  -0.26
O 1.68694 -0.22374 1.29810  -0.59
C 1.80194 0.47894 0.31289  0.53
N 0.77891 0.70275 -0.58566  -0.68
H -2.35641 -0.20795 -0.72220  0.41
H -1.10820 -0.94480 -1.61168  0.39
H 0.20085 -1.62003 0.28460  0.23
H -0.93523 -1.06088 1.57592  0.24
H 2.74316 0.99251 0.09306  0.13
H 0.84459 1.53880 -1.15507  0.40



Stability comparison, relative energies in eV: *P* 5.019; *Q* 0.000; *R* 1.111; *S* 1.551



*P*
One molecule with the formula C3H6N2O2, computed with wB97M-V/def2-TZVPD.

The orbital gap comes out at 9.72 eV. As for the total charge: 0. Its structure (SMILES) is C/C(=N/N)OC=O.

Each line ends with the natural charge from an NBO analysis.
Positions of all 13 atoms, in Å:
C -1.04909 -0.87278 1.11935  -0.68
C -0.30364 0.13709 0.22737  0.45
C 1.78626 -1.04878 -0.37558  0.65
H -2.12168 -0.44066 0.90826  0.25
H -1.11320 -1.91420 0.76463  0.24
H -0.77108 -0.76410 2.20037  0.22
H 2.88117 -0.84840 -0.02834  0.14
H 0.61837 2.00612 -1.25639  0.35
H -0.90744 2.80805 -1.02162  0.37
N -0.96199 1.03424 -0.35232  -0.26
N -0.43771 1.88017 -1.15770  -0.61
O 1.07961 0.00004 0.02955  -0.55
O 1.30042 -1.97677 -1.05758  -0.57



*Q*
One molecule with the formula C3H6N2O2, computed with wB97M-V/def2-TZVPD.

The orbital gap comes out at 8.47 eV. As for the total charge: 0.

Each line ends with the natural charge from an NBO analysis.
Positions of all 13 atoms, in Å:
N 0.43136 -1.75440 -1.18127  -0.74
C 0.20049 -0.64882 -0.50347  0.72
O -1.01833 -0.49168 -0.09478  -0.48
C 1.26183 0.31927 -0.01275  -0.11
O 0.97598 0.39988 1.28751  -0.82
C -1.23746 0.61014 0.80316  0.42
N -1.58171 1.69097 0.27033  -0.68
H -0.29322 -2.44769 -1.31172  0.42
H 1.36201 -1.95100 -1.51571  0.42
H 1.16809 1.25467 -0.61805  0.16
H 2.24780 -0.12607 -0.29116  0.14
H -1.30010 0.24445 1.82035  0.19
H -1.82883 2.36558 0.99149  0.36



*R*
One molecule with the formula C3H6N2O2, computed with wB97M-V/def2-TZVPD.

The orbital gap comes out at 10.70 eV. As for the total charge: 0. Its structure (SMILES) is [H]/N=C/OCC(N)=O.

Each line ends with the natural charge from an NBO analysis.
Positions of all 13 atoms, in Å:
N -1.80020 -0.47889 -0.74859  -0.84
C -1.10410 0.09387 0.29259  0.68
O -1.40332 1.14638 0.81363  -0.60
C -0.04832 -0.84939 0.87925  -0.18
O 1.19629 -0.22384 1.16802  -0.47
C 1.65017 0.56402 0.18620  0.43
N 1.01486 0.71078 -0.89725  -0.74
H -2.50510 0.13525 -1.13121  0.39
H -1.23375 -0.93428 -1.45228  0.39
H 0.12207 -1.70922 0.22334  0.19
H -0.44078 -1.19742 1.83687  0.22
H 2.59850 1.02366 0.47067  0.16
H 1.42506 1.42487 -1.48574  0.37



*S*
One molecule with the formula C3H6N2O2, computed with wB97M-V/def2-TZVPD.

The orbital gap comes out at 8.05 eV. As for the total charge: 0. Its structure (SMILES) is [H]/N=C(\C=O)N(C)O.

Each line ends with the natural charge from an NBO analysis.
Positions of all 13 atoms, in Å:
C -0.61389 0.57778 -1.53134  -0.45
C 0.08863 -0.12408 0.77531  0.28
C 1.21226 0.81064 0.90325  0.33
H 0.62934 0.93507 -1.83546  0.23
H -1.27895 1.51426 -1.13121  0.23
H -0.91135 -0.09591 -2.40209  0.24
H -0.84792 -2.23961 0.21277  0.51
H 0.48068 -0.97921 2.34347  0.33
H 1.99713 0.60649 1.81086  0.17
N -0.39780 -0.43245 -0.52267  -0.14
N -0.16287 -1.02342 1.65011  -0.68
O -1.36871 -1.52055 -0.52251  -0.55
O 1.17346 1.97098 0.24951  -0.50



Stability comparison, relative energies in eV: *P* 1.956; *Q* 2.419; *R* 0.000; *S* 5.340